DFT (ωB97M-V/def2-TZVPD) results for the molecule C7H6BrCl2NS.

Structure (XYZ):
```
18
Properties=species:S:1:pos:R:3:forces:R:3:lowdin_charge:R:1
C -1.120 -0.624 -1.542 -0.27 0.13 0.20 -0.111
C -0.775 0.632 0.959 -0.55 -0.07 0.07 -0.193
C -2.178 -0.256 -0.813 0.32 -0.22 -0.49 -0.705
C -1.991 0.518 0.407 0.63 0.15 0.23 -0.692
C 1.702 0.561 0.730 0.57 0.32 0.10 -0.895
C 0.262 -0.220 -1.139 -0.04 -0.08 -0.01 -0.196
C 0.388 -0.074 0.374 -0.20 -0.71 -0.06 -0.717
N 2.783 -0.205 0.890 -0.13 -0.31 0.01 0.078
S 1.775 2.199 0.769 0.06 0.30 0.01 0.710
Cl -3.783 -0.669 -1.275 -0.10 -0.15 -0.17 0.682
Cl -3.361 1.277 1.106 -0.03 0.15 0.21 0.702
Br 0.312 -1.991 1.133 0.06 0.32 -0.11 0.716
H -1.238 -1.177 -2.459 -0.14 -0.06 -0.09 0.113
H -0.625 1.174 1.880 -0.05 0.04 0.02 0.104
H 0.996 -0.936 -1.515 -0.01 0.07 0.06 0.120
H 0.489 0.755 -1.590 0.03 -0.01 0.09 0.136
H 2.711 -1.210 0.963 -0.07 0.10 0.01 0.045
H 3.654 0.244 1.122 -0.06 0.03 -0.07 0.103
```
Positions in Å, forces in eV/Å.

Multiplicity: 1
Kohn-Sham gap in eV: 8.20
E_tot in a.u.: -4217.67410
Largest force on an atom in eV Å⁻¹: 0.7
Energy relative to the best compared isomer or geometry (same formula, charge and spin) in kcal per mole: 0.0
LUMO in eV: -0.377
Net charge: 0
SMILES: NC(=S)[C@@]1(Br)C=C(Cl)C(Cl)=CC1